Entry 1:
Density functional theory data (ωB97M-V with the def2-TZVPD basis set) for the ion C5H11N2 with charge +1 in a non-equilibrium geometry.

Geometry as XYZ:
```
18
Properties=species:S:1:pos:R:3:forces:R:3
C -0.106 -0.145 0.847 2.931 -1.768 0.802
C -0.724 -0.205 1.983 -3.667 0.826 0.633
C 1.404 -0.412 0.664 -0.375 1.945 1.709
C 0.507 0.147 -1.347 -2.959 1.727 -1.708
C -1.849 0.719 -0.524 -1.391 1.990 0.112
N -0.646 -0.009 -0.384 2.352 -0.259 -2.057
N 1.506 -0.681 -0.769 0.099 -1.870 0.260
H -1.845 -0.052 1.921 1.453 -0.200 0.386
H -0.333 -0.288 2.958 0.732 -0.281 0.661
H 1.959 0.503 1.013 -0.310 -0.627 -1.046
H 1.910 -1.210 1.139 -0.196 -1.027 1.020
H 0.243 -0.177 -2.385 0.115 0.147 0.964
H 0.898 1.171 -1.421 -0.126 -0.002 0.191
H -2.031 1.509 0.340 0.546 -1.584 -1.759
H -1.799 1.227 -1.492 -0.246 0.247 0.212
H -2.705 0.049 -0.593 -0.109 0.026 0.293
H 2.467 -0.463 -1.048 -0.282 -0.657 -0.651
H 1.142 -1.682 -0.903 1.433 1.366 -0.023
```
Forces are in eV/Å.

Summary:
SMILES: C=C1C[NH2+]CN1C
Spin multiplicity: 1
HOMO: -12.45 eV
Orbital gap: 8.819 eV
Charge: +1
E_LUMO: -3.63 eV

---

Entry 2:
Density functional theory data (ωB97M-V with the def2-TZVPD basis set) for a cluster of 2 separate species, C5H11N2 in total in a non-equilibrium geometry.

Geometry as XYZ:
```
18
Properties=species:S:1:pos:R:3:forces:R:3
C -1.573 -0.514 -0.328 -5.038 0.326 0.741
C -0.628 -1.478 -0.775 2.519 3.347 0.496
C 2.854 -0.404 0.977 -2.963 -4.786 0.260
C 2.320 1.187 -0.584 -0.022 0.157 1.497
C -3.579 0.780 0.539 -2.947 -3.452 2.099
N 1.995 -0.021 0.141 0.911 -0.600 0.158
N -2.598 -0.025 -0.011 5.584 -1.997 -1.182
H -0.795 -1.832 -1.734 -0.531 -0.372 -1.979
H 0.387 -0.938 -0.674 -0.722 -0.709 -0.281
H 3.635 0.137 1.315 2.758 1.961 0.863
H 2.771 -1.507 1.404 -0.009 2.406 -0.625
H 3.060 1.862 -0.070 -1.335 -0.109 -0.234
H 2.832 0.863 -1.428 0.880 -0.566 -1.829
H 1.352 1.491 -0.920 -0.208 1.626 -0.155
H -3.398 0.896 1.590 0.627 0.376 0.561
H -3.535 1.678 0.043 -0.946 2.127 -1.193
H -4.546 0.081 0.625 1.582 2.147 -1.017
H -0.553 -2.256 -0.110 -0.138 -1.883 1.817
```
Forces are in eV/Å.

Summary:
Spin multiplicity: 1
HOMO: -13.32 eV
Orbital gap: 9.320 eV
Charge: +1
E_LUMO: -4.00 eV

---

Entry 3:
Density functional theory data (ωB97M-V with the def2-TZVPD basis set) for the ion C5H11N2 with charge +1 in a non-equilibrium geometry.

Geometry as XYZ:
```
18
Properties=species:S:1:pos:R:3:forces:R:3
C 0.680 1.228 -0.762 2.984 1.443 6.967
C -1.399 0.575 0.427 -2.122 3.299 1.398
C -0.056 -1.273 -0.256 2.565 -0.562 -2.605
C -0.003 1.074 0.557 -0.301 0.318 -2.417
C 0.923 -0.083 -0.072 -2.147 -3.065 0.654
N 2.111 -0.403 0.476 1.227 0.393 -1.374
N -1.406 -0.814 0.089 2.614 0.506 -0.262
H 0.313 1.402 -1.639 -2.615 0.039 -5.251
H 1.586 1.784 -0.562 0.221 0.562 -0.503
H -2.121 0.772 1.301 1.450 -0.771 -0.351
H -1.895 1.222 -0.299 0.122 -0.534 -0.651
H 0.012 -1.642 -1.361 -0.529 0.642 1.930
H 0.403 -2.061 0.372 -1.223 0.032 0.167
H 0.349 1.676 1.358 0.377 0.021 0.893
H 2.656 0.382 0.706 0.552 1.733 1.022
H 2.807 -0.897 -0.087 -0.577 -1.584 0.273
H -1.832 -1.271 0.850 -0.524 -2.113 3.307
H -2.058 -1.063 -0.576 -2.073 -0.357 -3.198
```
Forces are in eV/Å.

Summary:
Spin multiplicity: 3
HOMO (alpha / beta): -6.98 / -16.13 eV
Orbital gap (alpha / beta): 3.669 / 7.437 eV
Charge: +1
E_LUMO (alpha / beta): -3.31 / -8.69 eV

---

Entry 4:
Density functional theory data (ωB97M-V with the def2-TZVPD basis set) for an isolated molecule of C5H11N2O in a non-equilibrium geometry.

Geometry as XYZ:
```
19
Properties=species:S:1:pos:R:3:forces:R:3
C -0.374 -2.329 0.902 -0.246 0.451 -1.144
O -0.110 -2.386 2.170 0.312 -0.245 0.357
C -0.822 -0.637 0.631 0.299 0.401 1.357
C 0.049 0.032 -0.400 1.255 -0.499 -0.659
C -0.191 1.539 -0.580 -0.778 -0.338 0.044
C 1.564 1.712 -2.124 0.337 0.142 -0.532
N 0.616 2.285 -1.527 0.181 -0.472 0.053
N -0.686 0.140 1.868 -0.952 -0.600 -0.916
H -1.241 -2.923 0.574 -0.148 0.178 0.042
H 0.463 -2.496 0.195 0.087 0.211 0.292
H -1.864 -0.754 0.345 -0.029 0.262 -0.008
H 0.005 -0.497 -1.358 -0.303 0.085 -0.035
H 1.099 -0.110 -0.102 -0.090 0.004 0.218
H -0.076 2.048 0.375 -0.123 -0.070 0.066
H -1.240 1.658 -0.878 0.089 0.267 0.068
H 2.183 2.292 -2.808 -0.108 0.120 0.045
H 1.851 0.658 -2.069 -0.214 -0.033 0.292
H 0.202 -0.109 2.274 0.090 0.124 0.342
H -1.429 -0.121 2.509 0.341 0.010 0.119
```
Forces are in eV/Å.

Summary:
Spin multiplicity: 2
HOMO (alpha / beta): -9.27 / -9.63 eV
Orbital gap (alpha / beta): 10.209 / 7.990 eV
Charge: 0
E_LUMO (alpha / beta): 0.94 / -1.64 eV

---

What did the first record say?
Density functional theory data (ωB97M-V with the def2-TZVPD basis set) for the ion C5H11N2 with charge +1 in a non-equilibrium geometry.

Geometry as XYZ:
```
18
Properties=species:S:1:pos:R:3:forces:R:3
C -0.106 -0.145 0.847 2.931 -1.768 0.802
C -0.724 -0.205 1.983 -3.667 0.826 0.633
C 1.404 -0.412 0.664 -0.375 1.945 1.709
C 0.507 0.147 -1.347 -2.959 1.727 -1.708
C -1.849 0.719 -0.524 -1.391 1.990 0.112
N -0.646 -0.009 -0.384 2.352 -0.259 -2.057
N 1.506 -0.681 -0.769 0.099 -1.870 0.260
H -1.845 -0.052 1.921 1.453 -0.200 0.386
H -0.333 -0.288 2.958 0.732 -0.281 0.661
H 1.959 0.503 1.013 -0.310 -0.627 -1.046
H 1.910 -1.210 1.139 -0.196 -1.027 1.020
H 0.243 -0.177 -2.385 0.115 0.147 0.964
H 0.898 1.171 -1.421 -0.126 -0.002 0.191
H -2.031 1.509 0.340 0.546 -1.584 -1.759
H -1.799 1.227 -1.492 -0.246 0.247 0.212
H -2.705 0.049 -0.593 -0.109 0.026 0.293
H 2.467 -0.463 -1.048 -0.282 -0.657 -0.651
H 1.142 -1.682 -0.903 1.433 1.366 -0.023
```
Forces are in eV/Å.

Summary:
SMILES: C=C1C[NH2+]CN1C
Spin multiplicity: 1
HOMO: -12.45 eV
Orbital gap: 8.819 eV
Charge: +1
E_LUMO: -3.63 eV